1.
ORCA calculation (ωB97M-V/def2-TZVPD) on a structure of composition C40H58BF5N9O3Te2Zr at a distorted geometry.

Calculated values
LUMO level: 0.03962 Ha
Charge: -1
Kohn-Sham gap: 3.640 eV
HOMO: -2.6 eV
Relative energy (zero: lowest compared OMol25 entry of this formula, charge and spin): 30.8 kcal per mole
Total energy: -3385.10503 Ha

CARTESIAN COORDINATES (ANGSTROEM)
C (2.06544, -0.86613, 3.25883)
B (1.21012, 1.82013, 0.83690)
H (3.15060, 3.36904, -0.30493)
N (-1.26392, 1.85609, 0.51872)
C (-3.77808, 2.24957, 0.65808)
C (0.87924, -4.37704, -1.28982)
C (0.86049, -1.28175, 2.67840)
O (-2.92813, -6.30536, -4.01079)
H (-4.11236, 1.71357, -1.40503)
H (-3.90895, 1.77709, 1.63884)
N (0.42376, 0.62497, -1.26786)
H (-1.61180, -0.37546, -4.84274)
H (5.26624, 3.41890, -1.55524)
H (3.18282, 3.18891, 2.78558)
H (-4.50201, -2.50233, -3.74278)
Te (-4.68760, -0.96080, 2.21422)
C (0.12938, -0.35215, -3.56102)
C (0.48142, -3.74096, 2.35886)
H (1.68410, 4.67083, -1.88710)
H (-0.81250, 4.60634, 4.20723)
H (-3.55027, -0.80844, -2.34621)
H (3.71090, -2.88470, -0.18141)
H (1.56786, -3.85093, 2.41886)
H (5.53868, 1.61645, 1.89439)
H (0.19991, -3.73242, 1.30762)
C (3.48452, 2.44798, 3.52487)
C (0.01806, -3.21273, -1.27028)
H (-0.11949, -1.73180, 5.12546)
C (-0.56557, 3.58244, 1.72051)
C (2.71000, 4.38666, -2.12877)
N (-0.23350, 2.38481, 1.13635)
C (2.42389, 0.29529, 2.61454)
C (0.02768, -2.46666, 3.07624)
N (1.27384, 1.52594, -0.67251)
H (4.79913, 1.72767, -1.31367)
C (0.08529, -2.66182, 4.59284)
N (0.51572, -0.41657, 1.73134)
H (-4.67663, 4.07357, 1.42478)
O (-3.18538, 0.14713, -0.48939)
F (-4.10284, -2.13726, 3.53380)
C (-0.24204, 5.25126, 3.53805)
N (-3.44124, -2.66892, 0.96914)
H (3.64212, -5.54681, -1.81971)
H (2.17525, -1.01553, -0.00334)
H (-5.78088, 3.03278, 0.53954)
H (1.59037, 4.82305, 0.61659)
H (-5.10819, 0.82376, -0.23993)
H (0.01657, -4.61140, 2.82796)
H (-0.92120, 5.99984, 3.12331)
C (2.67394, -3.01024, -0.46594)
C (2.16336, -4.29532, -0.89412)
H (2.72789, 2.41232, 4.31073)
C (1.10098, -0.71028, -4.68401)
F (-6.01511, -2.31136, 2.03225)
C (2.10842, 2.04215, -1.59838)
H (-3.60507, -4.72512, -5.17461)
C (-1.87612, 3.81716, 1.45199)
H (-0.15110, -1.27203, -3.05251)
C (-4.75875, 3.41430, 0.56129)
C (-4.11560, 1.24245, -0.42422)
H (1.06530, -3.03187, 4.90727)
C (-2.95706, -4.01488, -3.28025)
C (3.68651, 1.07344, 2.88239)
H (3.82287, -5.34765, -0.07868)
C (-3.58792, -2.71404, -3.20141)
Zr (-1.10857, -0.66239, 0.01446)
H (-4.57306, 3.99386, -0.34432)
C (-1.81645, -4.20430, -2.60384)
H (0.51113, 5.77825, 4.12609)
H (1.33668, 0.15899, -5.30524)
C (4.51744, 2.66189, -1.79976)
C (1.11782, 5.38184, 1.42462)
C (-2.29474, -2.67779, 0.76356)
N (-1.89080, -1.88667, -1.68545)
N (0.48254, -2.03097, -0.65800)
H (-2.45495, 4.67901, 1.73443)
C (1.81314, -1.97439, -0.35373)
H (-1.32388, -5.16446, -2.64696)
C (0.78056, 0.54700, -2.55161)
H (4.54356, 2.49446, -2.87865)
H (2.76127, 4.21346, -3.20595)
H (-1.84892, 0.53198, -3.34458)
C (-2.33801, 2.72861, 0.64679)
H (-3.40605, -6.95453, -4.53206)
H (0.38451, 6.05327, 0.97289)
H (3.37349, 5.21962, -1.88344)
C (3.12454, 3.12434, -1.36549)
C (-3.60782, -5.06075, -4.12790)
Te (-1.75425, 3.43205, -1.58772)
H (1.18024, 3.80217, 2.87698)
F (-6.27718, -0.07946, 2.83898)
H (1.88072, 5.98392, 1.92356)
H (0.64897, -1.46644, -5.32799)
F (-2.07376, -0.35823, 1.84787)
H (0.47553, -5.32217, -1.62860)
H (4.75520, 0.18197, 1.21247)
H (2.03433, -1.11548, -4.28872)
H (4.10430, 1.78573, 0.87902)
O (2.42059, -6.73148, -0.73819)
F (-4.02907, 0.23554, 3.58929)
C (0.42891, 4.44836, 2.42583)
H (2.00810, 2.64950, 1.12371)
H (-4.65791, -5.16419, -3.82428)
H (1.67739, -6.58153, -0.14214)
H (2.31559, 1.61014, -3.74621)
H (4.42148, 2.78984, 3.97000)
C (3.08556, -5.48298, -0.88036)
H (-0.88173, 1.23476, -4.63856)
H (2.61825, -1.35687, 4.04264)
C (-3.05072, -1.75967, -2.41677)
C (4.57415, 1.16901, 1.64217)
C (-1.13166, 0.29839, -4.13009)
H (-0.66430, -3.39487, 4.89325)
C (-1.21733, -3.13488, -1.83596)
H (-3.33217, -0.30835, 0.37224)
N (1.46159, 0.56820, 1.69842)
H (4.21164, 0.45572, 3.61572)
C (1.82600, 1.43546, -2.80318)
H (-1.00528, -2.24969, 2.80964)



2.
ORCA calculation (ωB97M-V/def2-TZVPD) on a structure of composition C40H58CoN4P2SSi2 at a distorted geometry.

Calculated values
Spin multiplicity: 5
LUMO level (spin up / spin down): -0.06031 / -0.14853 Ha
Charge: +1
Kohn-Sham gap (spin up / spin down): 8.932 / 7.050 eV
HOMO (spin up / spin down): -10.6 / -11.1 eV
Total energy: -4820.52183 Ha

CARTESIAN COORDINATES (ANGSTROEM)
H (-2.57707, -5.71754, -3.05255)
H (1.88656, 2.38371, 1.37424)
H (-1.49307, 6.40072, 1.26393)
N (1.58057, 3.36565, 1.46942)
Si (-0.63842, 0.97260, -2.55792)
H (-0.98406, 6.92020, -1.49135)
C (-3.87460, -1.05829, -2.55684)
C (-2.05882, 5.30056, -0.39416)
H (1.88763, -5.58611, -1.29495)
C (-1.44045, 5.37989, 0.94105)
C (3.19030, -0.26771, 2.98513)
H (0.57432, 5.63197, 1.36692)
C (-5.92129, -0.13350, -1.78065)
N (-0.65566, -0.13361, -1.24589)
H (0.63286, -2.08797, -2.28569)
C (0.96996, -4.28092, 0.04935)
C (-0.41581, -2.48477, 3.39481)
C (0.01068, -2.89564, -2.53352)
P (-0.16146, -2.43256, 1.61191)
C (-0.73137, -4.88735, -3.59151)
H (-3.04838, -3.86711, -1.24193)
H (4.21042, 3.66436, -0.48549)
H (-6.91934, 0.08626, -2.03538)
H (3.61626, -3.21904, 2.92123)
C (-0.20372, 0.09553, -4.17115)
C (-4.15516, -0.50420, -0.19805)
Co (-0.02326, 0.08447, 0.61519)
C (-5.43611, -0.01586, -0.48631)
C (4.33796, 2.58470, 1.30247)
H (-2.46647, 4.32097, -0.64784)
C (-0.86418, -5.11670, 1.34848)
H (0.47993, -7.53693, -0.67180)
H (-0.43616, -5.66510, -4.31687)
H (0.84446, -0.23180, -4.33456)
H (-1.89490, 6.54830, -3.69771)
H (5.02796, 1.96870, 1.89407)
H (4.75492, 4.49289, 2.32057)
H (-2.87671, 2.13111, -2.05964)
H (-5.70066, -0.85890, -3.64284)
H (2.44102, 5.20466, 2.22605)
H (-3.26961, 6.01738, -2.75130)
H (2.58482, 0.25095, -0.44818)
H (3.84676, -3.71659, 1.21322)
H (1.70677, -3.54174, -0.21925)
C (0.29142, -6.57031, -0.20627)
H (-3.84201, -0.60549, 0.83106)
H (5.16419, 2.18925, -0.68310)
C (3.94150, 3.75425, 2.18911)
C (0.25608, 3.58174, 1.26651)
C (-1.34945, -1.58299, 3.97400)
H (-2.00516, 4.87990, 1.73363)
H (-3.00959, 5.86183, -0.32458)
S (-0.83483, 2.35009, 1.11404)
C (0.45340, -3.29113, 4.11687)
H (3.01520, 4.79049, 0.61849)
Si (2.79441, -1.36640, 1.45646)
H (-2.18797, 4.83969, -3.39294)
C (-0.53358, -2.29591, 6.11253)
H (4.20462, 0.23004, 3.01231)
N (1.08906, -1.45516, 1.29606)
H (4.72654, -2.36870, 2.07519)
C (0.26754, -3.97711, -3.39329)
C (0.28092, -3.26022, 5.48241)
C (-5.11831, -0.64425, -2.76799)
H (3.47990, 1.91291, 1.23879)
H (1.05343, 2.89004, -3.05932)
C (4.99258, 3.03477, -0.02238)
C (-1.43218, -1.51480, 0.86613)
C (3.25799, -0.57599, -0.18769)
C (0.00837, -4.07570, 1.02199)
C (1.09766, -5.51418, -0.55521)
H (2.55007, 0.62523, 3.03542)
C (-2.22556, 1.92478, -2.85380)
C (-0.71098, -6.39128, 0.79302)
C (-1.30725, 5.85816, -1.62610)
H (-2.84388, 1.58599, -3.68863)
H (4.31094, -0.18341, -0.09754)
C (-3.36294, -0.94006, -1.22223)
H (-0.93593, -0.74286, -4.34492)
H (-0.32204, 0.73583, -5.07401)
H (3.01173, -0.82296, 3.92480)
C (-1.30723, -1.44434, 5.37742)
H (1.25978, -3.83815, 3.65726)
C (-2.21522, 5.81151, -2.91881)
H (0.80721, -4.00893, 6.13570)
C (-2.20924, -3.90359, -1.99476)
H (0.40413, 3.01688, -1.46654)
H (-2.01560, -1.00355, 3.26905)
H (-1.91125, 2.91820, -3.30804)
H (-1.45081, -7.16130, 1.00822)
C (-1.89907, -4.93763, -2.84871)
C (-1.24854, -2.87084, -1.84228)
H (3.36586, -1.29408, -1.01043)
C (2.71567, 4.37676, 1.56538)
P (-1.67131, -1.35906, -0.81829)
H (3.69731, 3.39353, 3.16209)
H (-1.96880, -0.68986, 5.79913)
C (0.68039, 2.32011, -2.21831)
H (1.60729, 1.77220, -1.84318)
H (-1.64298, -5.08313, 2.14794)
H (-0.34307, 5.32569, -1.85358)
N (-0.11159, 4.87776, 1.14390)
C (3.78321, -2.86774, 1.88149)
H (-6.10896, 0.30758, 0.31434)
H (-0.63079, -2.28797, 7.16721)
H (1.23772, -4.06164, -3.94351)
H (5.90662, 3.64620, 0.05847)
H (-3.29406, -1.38629, -3.38469)